Entry 1:
C14H20N2O4 | ωB97M-V/def2-TZVPD

Geometry as XYZ:
```
40
C14H20N2O4 ωB97M-V/def2-TZVPD
C -5.83 -1.26 -2.11
H -6.69 -1.02 -1.77
C -4.94 -2.09 -1.29
C -4.88 -1.63 0.12
C -4.01 -0.54 0.02
C -3.87 0.05 1.66
C -3.09 1.30 1.81
H -2.94 1.81 2.55
H -3.53 2.22 0.92
O -1.63 1.17 1.19
C -1.41 1.84 -0.01
O -2.20 2.34 -0.86
C 0.06 1.13 -0.51
C 0.85 0.62 0.38
C 2.19 0.11 -0.05
C 3.06 0.80 -0.51
N 4.42 0.15 -0.75
C 4.79 -0.94 -0.22
O 6.05 -1.19 -0.56
N 3.86 -1.50 0.56
C 2.54 -1.14 0.62
O 1.76 -1.72 1.57
H 4.17 -2.32 0.91
H 5.00 0.89 -1.16
C 2.91 2.35 -1.47
H 2.62 2.11 -2.26
H 3.87 2.54 -1.27
H 2.24 2.91 -0.68
H 0.34 0.05 1.35
H 0.37 1.68 -1.29
H -4.77 0.43 2.03
H -3.32 -0.65 2.06
H -3.04 -0.57 -0.25
H -4.50 0.31 -0.43
H -4.53 -2.43 0.80
H -5.87 -1.14 0.59
H -5.61 -3.13 -1.35
H -4.12 -2.37 -1.42
H -6.07 -1.71 -3.13
H -5.45 -0.22 -2.29
```

- ΔE to the lowest compared entry with this formula, charge and spin (eV) = 15.2907
- E_HOMO (eV) = -9.60
- max |F| (eV Å⁻¹) = 17.90
- orbital gap (eV) = 9.46
- 2S+1 = 1

---

Entry 2:
C14H20N6O | ωB97M-V/def2-TZVPD

Geometry as XYZ:
```
41
C14H20N6O ωB97M-V/def2-TZVPD
C -0.98 1.17 -4.90
N -0.57 0.48 -3.70
C -0.72 -1.03 -3.75
C -1.17 0.92 -2.44
C -0.55 0.43 -1.14
N -1.15 0.26 0.09
C -0.09 -0.05 0.84
C 1.07 -0.22 0.17
N 0.74 0.18 -1.08
C 2.22 -0.53 1.05
O 3.32 -0.81 0.55
N 2.08 -0.56 2.44
C 3.13 -0.89 3.45
C 0.75 -0.39 3.00
N 0.51 -0.56 4.24
C -0.90 -0.33 4.44
C -1.64 -1.55 4.94
C -3.01 -1.46 4.18
C -2.71 -0.77 2.85
C -1.50 0.12 3.01
N -0.30 -0.14 2.19
H -0.37 0.86 -5.74
H -0.91 2.29 -4.80
H -2.07 0.90 -5.12
H -0.81 -1.46 -2.72
H 0.02 -1.66 -4.32
H -1.64 -1.23 -4.19
H -2.23 0.82 -2.39
H -1.08 1.97 -2.36
H 1.36 0.55 -1.74
H 2.84 -0.53 4.46
H 4.16 -0.51 3.23
H 3.43 -2.01 3.51
H -1.05 0.51 5.18
H -1.85 -1.43 6.04
H -1.07 -2.39 4.66
H -3.31 -2.39 3.87
H -3.75 -0.98 4.87
H -2.43 -1.54 2.09
H -3.55 -0.19 2.54
H -1.83 1.14 3.01
```

- E_HOMO (eV) = -7.85
- max |F| (eV Å⁻¹) = 4.36
- orbital gap (eV) = 8.50
- structure (SMILES) = CN(C)Cc1nc2c([nH]1)C(=O)N(C)C1=N[C@@H]3CCC[C@@H]3N12
- 2S+1 = 1

---

Entry 3:
C14H20N7O6S2Tl | ωB97M-V/def2-TZVPD

Geometry as XYZ:
```
50
C14H20N7O6S2Tl ωB97M-V/def2-TZVPD
Tl -1.72 0.77 0.32
N -3.00 0.53 2.37
N -2.19 0.90 3.44
C -1.00 1.63 3.19
O -0.47 2.18 4.14
O -0.55 1.61 1.97
H -3.81 1.12 2.22
H -3.29 -0.44 2.41
H -2.63 1.16 4.30
S -0.41 3.09 -3.52
C -1.40 2.68 -2.19
N -0.78 2.43 -1.07
C 0.60 2.57 -1.21
C 1.55 2.46 -0.20
C 2.88 2.63 -0.52
C 3.28 2.93 -1.83
C 2.34 3.08 -2.84
C 1.00 2.90 -2.52
H -2.47 2.63 -2.27
H 1.22 2.26 0.81
H 3.64 2.55 0.25
H 4.33 3.07 -2.06
H 2.64 3.32 -3.85
O -2.22 0.05 -1.88
S -3.57 0.02 -1.20
O -3.38 -0.91 -0.04
O -3.65 1.40 -0.53
O -4.67 -0.26 -2.06
C -0.82 -2.32 0.65
N -0.15 -1.04 0.26
C 1.01 -0.84 1.18
N 1.93 -1.95 1.13
C 1.22 -3.18 1.50
N 0.10 -3.44 0.60
C 0.62 -3.56 -0.77
N 1.32 -2.34 -1.18
C 0.40 -1.23 -1.13
C 2.42 -2.10 -0.24
H -1.66 -2.48 -0.02
H -1.20 -2.21 1.67
H 0.62 -0.72 2.20
H 1.52 0.08 0.90
H 0.84 -3.08 2.52
H 1.91 -4.02 1.46
H -0.21 -3.74 -1.45
H 1.31 -4.40 -0.81
H -0.44 -1.39 -1.80
H 0.92 -0.31 -1.41
H 2.94 -1.18 -0.53
H 3.12 -2.93 -0.29
```

- E_HOMO (eV) = -9.38
- max |F| (eV Å⁻¹) = 2.45
- orbital gap (eV) = 8.90
- 2S+1 = 1

---

Entry 4:
C14H21N3O4S | ωB97M-V/def2-TZVPD

Geometry as XYZ:
```
43
C14H21N3O4S ωB97M-V/def2-TZVPD
O -0.17 -1.17 1.57
C -0.75 -0.28 0.96
C -1.68 -0.55 -0.21
N -2.73 0.45 -0.27
C -3.80 0.23 0.70
C -4.79 -0.85 0.26
O -5.32 -0.58 -1.02
C -4.29 -0.45 -1.98
C -3.31 0.66 -1.59
N -0.63 1.03 1.26
C 0.33 1.51 2.22
C 1.79 1.31 1.75
N 2.07 2.06 0.55
S 2.15 1.28 -0.93
O 2.76 2.23 -1.81
O 0.84 0.79 -1.26
C 3.24 -0.11 -0.67
C 2.73 -1.34 -0.31
C 3.60 -2.39 -0.08
C 4.97 -2.20 -0.22
C 5.47 -0.96 -0.59
C 4.60 0.09 -0.81
H -1.06 -0.46 -1.10
H -2.04 -1.59 -0.13
H -3.36 -0.03 1.66
H -4.34 1.18 0.80
H -5.64 -0.90 0.93
H -4.29 -1.84 0.25
H -4.78 -0.21 -2.93
H -3.75 -1.41 -2.09
H -2.50 0.74 -2.32
H -3.85 1.61 -1.55
H -1.00 1.66 0.57
H 0.20 0.94 3.14
H 0.14 2.57 2.40
H 1.93 0.24 1.57
H 2.46 1.61 2.55
H 2.79 2.75 0.61
H 1.66 -1.47 -0.22
H 3.21 -3.36 0.20
H 5.65 -3.02 -0.05
H 6.53 -0.82 -0.70
H 4.95 1.07 -1.11
```

- ΔE to the lowest compared entry with this formula, charge and spin (eV) = 1.4368
- E_HOMO (eV) = -8.32
- max |F| (eV Å⁻¹) = 0.90
- orbital gap (eV) = 8.92
- structure (SMILES) = O=C(CN1CCOCC1)NCCNS(=O)(=O)c1ccccc1
- 2S+1 = 1

---

Entry 5:
C14H21NO11PS | ωB97M-V/def2-TZVPD

Geometry as XYZ:
```
49
C14H21NO11PS ωB97M-V/def2-TZVPD
C 2.14 1.72 -1.71
C 2.96 1.20 -0.41
C 4.13 0.22 -0.88
C 2.04 0.64 0.78
C 1.82 -0.94 0.78
O 1.73 -1.22 2.23
S 0.51 -2.30 2.59
O -0.55 -1.54 3.33
O 0.87 -3.42 3.52
O 0.18 -2.70 0.96
C 0.54 -1.59 0.04
C -0.84 -0.79 -0.03
O -0.78 0.48 -0.73
C -2.07 1.09 -0.51
C -3.10 1.23 -1.69
C -4.49 1.84 -1.44
C -4.99 2.37 -0.06
C -3.95 2.26 1.11
C -2.54 1.64 0.87
C 1.09 -2.39 -1.23
P 0.03 -2.28 -2.79
O 0.78 -3.10 -3.88
O -0.15 -0.71 -3.42
O -1.50 -3.06 -2.63
H 1.08 2.05 -1.49
H 2.70 2.67 -2.07
H 2.25 0.95 -2.55
H 3.49 2.15 0.01
H 4.79 -0.12 -0.01
H 4.83 0.81 -1.60
H 3.79 -0.70 -1.47
H 1.08 1.26 0.80
H 2.59 0.89 1.76
H 2.69 -1.63 0.50
H -1.26 -0.73 1.04
H -1.60 -1.45 -0.62
H -2.77 0.86 -2.72
H -5.20 1.91 -2.33
H -6.03 2.79 0.14
H -4.26 2.62 2.16
H -1.87 1.58 1.80
H 2.16 -2.11 -1.54
H 1.14 -3.51 -0.95
H 0.44 -0.14 -2.87
H -1.66 -3.55 -3.48
N -0.56 1.19 5.18
O -0.56 0.18 4.44
O 0.43 1.95 5.21
O -1.56 1.44 5.89
```

- E_HOMO (eV) = -4.20
- max |F| (eV Å⁻¹) = 6.64
- orbital gap (eV) = 6.23
- total charge = -1
- 2S+1 = 1

---

Entry 6:
C14H21NPV | ωB97M-V/def2-TZVPD

Geometry as XYZ:
```
38
C14H21NPV ωB97M-V/def2-TZVPD
C -0.98 0.68 -3.34
C -1.67 1.89 -3.68
C -0.74 2.95 -3.56
C 0.58 2.41 -3.43
C 0.43 1.00 -3.23
V -0.67 -0.84 -0.28
P -0.48 -3.18 -0.93
H -1.44 -0.31 -3.26
H -2.73 1.96 -3.94
H -0.98 4.01 -3.60
H 1.24 0.31 -2.98
H 1.51 2.97 -3.34
H 0.66 -3.78 -1.55
H -1.45 -3.78 -1.80
H -0.62 -4.10 0.16
C -0.43 -1.11 3.12
N -1.11 -0.80 1.84
C -2.57 -0.89 2.03
C -0.73 0.62 1.41
C 0.74 0.67 1.18
C 1.67 1.10 2.11
C 3.03 0.90 1.84
C 3.44 0.38 0.61
C 2.48 0.03 -0.37
C 1.14 0.17 -0.07
H -0.59 -0.28 3.81
H 0.63 -1.28 2.95
H -0.88 -2.03 3.51
H -0.74 -1.62 1.14
H -2.86 -0.03 2.64
H -3.07 -0.83 1.04
H -2.81 -1.83 2.53
H -1.34 0.83 0.48
H -1.09 1.24 2.22
H 1.35 1.52 3.07
H 3.77 1.14 2.60
H 4.51 0.26 0.40
H 2.82 -0.34 -1.35
```

- E_HOMO (alpha / beta) (eV) = -5.21 / -5.23
- max |F| (eV Å⁻¹) = 3.21
- orbital gap (alpha / beta) (eV) = 4.53 / 4.68
- 2S+1 = 3

---

Look up the 2S+1 of the second one. 1